# 1
Formula: C20H32AlClF4N2O9S
Source: the Open Molecules 2025 dataset
Level of theory: ωB97M-V/def2-TZVPD

Each line ends with the Löwdin charge.
CARTESIAN COORDINATES (ANGSTROEM)
O (3.07606, -1.86323, 0.22702)  0.17
C (2.81056, -0.70074, 0.01754)  -0.37
O (1.61634, -0.18322, 0.54332)  0.07
C (0.92387, 0.81975, -0.13519)  -0.36
N (1.48134, 2.12575, 0.02903)  0.04
C (0.64684, 3.15166, -0.56908)  -0.14
C (0.72892, 2.98806, -2.08886)  -0.06
N (1.25248, 1.62568, -2.44618)  0.13
C (0.66505, 0.52057, -1.61572)  -0.15
C (-0.85619, 0.47227, -1.82933)  -0.10
C (-1.37655, -0.93635, -1.93853)  -0.14
C (-1.31442, -1.73105, -0.63789)  -0.15
F (-0.99096, -3.03755, -0.88324)  0.00
C (3.76190, 0.16753, -0.74204)  -0.16
C (4.30403, 1.38198, -0.28227)  -0.01
C (5.17143, 2.10084, -1.10962)  -0.05
C (5.51508, 1.63337, -2.39035)  -0.05
C (5.00813, 0.40552, -2.83824)  -0.06
C (4.13619, -0.31927, -2.00773)  -0.03
H (-0.07150, 0.84784, 0.34445)  0.10
H (1.64484, 2.27385, 1.01442)  0.15
H (-0.38174, 3.08708, -0.18710)  0.13
H (1.04140, 4.11565, -0.27154)  0.14
H (1.45049, 3.70568, -2.46418)  0.14
H (-0.21500, 3.20066, -2.57755)  0.13
H (1.05688, 1.41731, -3.42722)  0.19
H (2.27940, 1.63278, -2.35488)  0.17
H (1.04459, -0.43691, -1.95866)  0.16
H (-1.38990, 1.04399, -1.06592)  0.15
H (-1.09753, 0.95410, -2.77842)  0.14
H (-2.35748, -0.90535, -2.39564)  0.11
H (-0.56571, -1.49700, -2.77991)  -0.09
H (-2.31082, -1.70135, -0.18136)  0.14
H (-0.55607, -1.31258, 0.03186)  0.13
H (4.02998, 1.75276, 0.69217)  0.12
H (5.57182, 3.04071, -0.75599)  0.11
H (6.17060, 2.21201, -3.02423)  0.11
H (5.29209, 0.01697, -3.80492)  0.11
H (3.75189, -1.27511, -2.34034)  0.12
O (-4.43735, -0.09532, -1.08079)  0.05
C (-5.23169, -1.00322, -0.88155)  -0.49
O (-5.19877, -2.10154, -1.60964)  0.05
C (-6.31188, -2.97568, -1.26439)  -0.10
C (-6.70956, -2.54580, 0.14216)  -0.13
C (-6.36665, -1.05193, 0.11858)  -0.06
H (-7.10363, -2.81790, -1.99520)  0.14
H (-5.98230, -4.00774, -1.32294)  0.13
H (-7.74748, -2.76247, 0.37744)  0.13
H (-6.08625, -3.05552, 0.87779)  0.12
H (-7.18879, -0.44334, -0.26189)  0.14
H (-6.05080, -0.67519, 1.08921)  0.12
C (3.74895, -1.94605, 3.78023)  -0.70
F (4.58661, -1.66564, 2.79122)  0.14
F (2.61518, -2.43752, 3.25585)  0.11
F (4.30467, -2.89549, 4.52119)  0.16
S (3.34243, -0.45522, 4.73856)  0.46
O (2.70901, 0.39897, 3.73504)  -0.35
O (4.59662, 0.04321, 5.23978)  -0.24
O (2.41066, -0.90835, 5.75724)  -0.28
C (-0.66093, 0.22401, 3.10955)  -0.25
O (-0.95956, 0.60641, 1.88258)  -0.26
H (0.11323, -0.56547, 3.22139)  0.11
H (-0.17780, 1.05803, 3.80631)  -0.16
H (-1.50936, -0.14142, 3.73246)  0.10
O (-2.67389, 0.62554, 1.49773)  0.16
H (-3.28844, 0.57432, 0.71699)  0.13
H (-1.81950, 0.17303, 1.32399)  -0.11
H (-3.09795, 0.28674, 2.31111)  0.17
Cl (-0.72647, -2.56500, -3.89694)  0.58
Al (-0.04664, 2.33090, 5.26923)  1.08

multiplicity = 1
net charge = +2
E_HOMO = -12.851 eV
Kohn-Sham gap = 1.6 eV

=====

# 2
Formula: C20H32BF4N6O9P3SW
Source: the Open Molecules 2025 dataset
Level of theory: ωB97M-V/def2-TZVPD

Each line ends with the Löwdin charge.
CARTESIAN COORDINATES (ANGSTROEM)
W (-0.25218, 0.72591, -0.11836)  1.71
C (-2.36128, 3.73411, 2.65744)  0.00
C (-1.32868, 3.00871, 1.85854)  -0.24
N (-1.48658, 1.77761, 1.43774)  -0.14
N (-2.67218, 1.15761, 1.69614)  0.12
C (-2.70408, -0.02809, 1.13694)  -0.35
O (-1.65918, -0.47159, 0.49874)  -0.23
C (-3.90128, -0.85169, 1.29854)  -0.13
C (-5.08718, -0.28569, 1.77224)  -0.02
C (-6.21368, -1.07109, 1.91444)  -0.08
C (-6.16728, -2.42019, 1.59254)  -0.08
C (-4.99308, -2.98339, 1.11804)  -0.06
C (-3.86068, -2.20569, 0.96744)  0.00
C (-0.08108, 3.60911, 1.45614)  -0.20
C (0.36042, 4.84751, 1.93694)  0.02
C (1.58352, 5.33881, 1.53324)  -0.03
C (2.34592, 4.57631, 0.65164)  -0.02
C (1.84412, 3.36501, 0.21284)  -0.09
N (0.66472, 2.86491, 0.59474)  -0.01
H (-3.22468, 3.08191, 2.75654)  0.07
H (-2.65048, 4.64241, 2.13004)  0.10
H (-1.99778, 4.00691, 3.64704)  0.09
H (-5.10458, 0.76371, 2.01654)  0.11
H (-7.13178, -0.63659, 2.28294)  0.10
H (-7.05018, -3.03169, 1.71004)  0.10
H (-4.96258, -4.03459, 0.87404)  0.11
H (-2.94058, -2.63529, 0.60514)  0.11
H (-0.26808, 5.39811, 2.61804)  0.11
H (1.93712, 6.29181, 1.89444)  0.11
H (3.29472, 4.93341, 0.28794)  0.11
H (2.39162, 2.76211, -0.50076)  0.10
O (-3.04698, 1.41361, -2.60606)  -0.07
P (-1.80528, 2.37201, -2.33026)  0.28
O (-2.06168, 3.76421, -2.67386)  -0.23
O (-1.41618, 2.05321, -0.88256)  -0.38
O (-0.64008, 1.71741, -3.25076)  -0.21
P (0.89592, 1.35521, -2.92836)  0.27
O (1.02592, -0.13669, -3.44926)  -0.08
O (1.86732, 2.25671, -3.52856)  -0.21
O (0.98312, 1.28831, -1.38466)  -0.45
H (-3.68168, 1.80441, -3.20176)  0.09
H (0.22882, -0.65529, -3.60196)  0.06
F (-1.23088, -1.86429, -3.49416)  0.17
B (-1.83118, -1.63589, -2.28506)  -1.28
F (-3.17068, -1.58679, -2.35336)  0.22
F (-1.37628, -2.49869, -1.33336)  0.16
F (-1.32318, -0.28769, -1.85916)  -0.07
C (3.98222, -2.86949, -1.58316)  -0.12
N (2.65602, -2.29889, -1.61886)  -0.29
C (1.77132, -3.03469, -2.50236)  -0.08
P (2.02612, -1.49189, -0.29126)  0.61
O (0.65302, -1.02679, -0.70576)  -0.45
N (1.84592, -2.56799, 0.96414)  -0.30
C (2.94222, -3.26549, 1.59244)  -0.10
C (0.54582, -2.81959, 1.55604)  -0.14
N (3.14242, -0.25919, -0.05066)  -0.32
C (3.81302, 0.31671, -1.20846)  -0.10
C (3.89772, -0.12099, 1.18064)  -0.16
H (4.42192, -2.79139, -2.57946)  0.10
H (3.96162, -3.93009, -1.30376)  0.09
H (4.61122, -2.33399, -0.87776)  0.06
H (2.08132, -2.85429, -3.53476)  0.10
H (0.75612, -2.68029, -2.36696)  0.05
H (1.80582, -4.11219, -2.29646)  0.09
H (3.88642, -2.92279, 1.18374)  0.06
H (2.85242, -4.34309, 1.42384)  0.09
H (2.93692, -3.07989, 2.66844)  0.09
H (-0.20198, -2.19369, 1.06024)  0.03
H (0.55702, -2.56299, 2.61784)  0.07
H (0.27272, -3.86879, 1.42514)  0.10
H (3.19382, 0.20441, -2.09606)  0.06
H (4.79032, -0.14659, -1.38486)  0.09
H (3.96882, 1.38371, -1.03286)  0.08
H (3.33372, -0.57349, 1.99124)  0.03
H (4.01302, 0.93821, 1.41544)  0.08
H (4.88892, -0.57979, 1.09334)  0.09
S (0.85432, 0.29551, 1.88654)  0.40

multiplicity = 1
energy relative to the best compared isomer or geometry (same formula, charge and spin) = 0.000 eV
E_HOMO (alpha / beta) = -8.299 / -8.299 eV
Kohn-Sham gap (alpha / beta) = 6.8 / 6.8 eV